No. 1
{
  "formula": "C6H8Si",
  "method": "ωB97M-V with the def2-TZVPD basis set",
  "smiles": "C#C[SiH]=C=C.C=C",
  "e_homo_ev": [-8.07, -8.07],
  "relative_energy_kcal_mol": 113.56,
  "orbital_gap_ev": [8.15, 8.15],
  "symbols": ["C", "C", "Si", "C", "C", "H", "H", "H", "H", "C", "C", "H", "H", "H", "H"],
  "positions_angstrom": [[-3.6070, -3.2401, -0.6835], [-2.6829, -2.4915, -0.4742], [-1.0527, -1.7164, -0.2708], [-0.9045, -0.1180, 0.4462], [-0.7168, 1.2039, 0.6767], [-4.3526, -4.0155, -0.6114], [-0.0479, -2.7859, -0.3394], [-0.2433, 1.8532, -0.1025], [-0.6907, 1.6384, 1.5800], [2.5826, 1.3516, -0.6436], [2.2486, 1.9326, 0.5667], [3.2155, 0.4803, -0.6387], [2.1028, 1.4518, -1.5699], [2.6333, 1.7429, 1.4815], [1.5157, 2.7127, 0.5830]]
}

No. 2
{
  "formula": "C6H9AgLiO6",
  "method": "ωB97M-V with the def2-TZVPD basis set",
  "spin_multiplicity": 2,
  "e_homo_ev": [-8.07, -6.66],
  "relative_energy_kcal_mol": 54.17,
  "orbital_gap_ev": [6.33, 4.83],
  "symbols": ["H", "O", "O", "C", "C", "O", "C", "H", "H", "H", "H", "O", "O", "C", "C", "O", "C", "H", "H", "H", "H", "Li", "Ag"],
  "positions_angstrom": [[-1.0663, 1.0958, -2.7977], [0.1565, -3.9204, 3.5763], [-0.2099, -2.0727, 2.4243], [-1.0048, -0.9070, 2.2389], [-0.2589, 0.0489, 1.3337], [-1.7737, -2.8801, 3.8325], [-0.6554, -3.0104, 3.2760], [-1.9704, -1.1823, 1.7919], [-1.1920, -0.4203, 3.2064], [0.7575, 0.2509, 1.7295], [-0.7747, 1.0299, 1.3352], [1.7041, 1.3958, -4.2501], [0.9408, 2.7756, -2.6765], [1.0413, 1.7788, -1.6489], [-0.1834, 0.8686, -1.6311], [-0.1424, -0.3997, 0.0355], [1.4817, 2.5771, -3.8970], [1.9577, 1.1906, -1.7817], [1.1180, 2.3382, -0.7076], [0.0732, -0.0225, -2.2243], [-1.0031, 1.4204, -1.1399], [-1.3085, -4.5891, 4.6970], [2.3129, 2.6340, -6.7223]]
}

No. 3
{
  "formula": "C6H9AlF2NO5S2",
  "method": "ωB97M-V with the def2-TZVPD basis set",
  "spin_multiplicity": 2,
  "e_homo_ev": [-16.62, -16.89],
  "relative_energy_kcal_mol": 20.03,
  "total_charge": 2,
  "orbital_gap_ev": [6.77, 6.65],
  "symbols": ["N", "S", "O", "S", "O", "C", "F", "F", "O", "C", "C", "O", "C", "C", "O", "C", "Al", "H", "H", "H", "H", "H", "H", "H", "H", "H"],
  "positions_angstrom": [[3.2843, 0.3801, 0.4755], [4.3092, 0.2852, -0.6792], [5.1394, -0.9171, -0.5312], [2.3258, 1.7621, 0.6308], [1.5573, 1.4689, 1.9342], [0.8944, 1.3056, -0.6737], [0.8819, 2.3906, -1.4793], [1.3689, 0.3309, -1.4748], [-1.3883, 2.2257, 1.0126], [-2.2511, 2.1011, -0.0202], [-2.0626, 0.8605, -0.8026], [-1.6482, -0.1271, -0.0859], [-1.8656, -1.5284, -0.4100], [-0.5901, -2.2825, -0.1423], [-0.1625, -2.1251, 1.2025], [0.9000, -1.3362, 1.4216], [-0.0626, 0.8965, 1.2212], [-2.1810, 2.9072, -0.7931], [-3.3342, 2.0911, 0.2492], [-2.6095, 0.6448, -1.7287], [-2.1548, -1.6259, -1.4620], [-2.6823, -1.8572, 0.2415], [0.2017, -1.9333, -0.8196], [-0.7755, -3.3484, -0.3225], [1.2942, -1.3670, 2.4388], [1.6114, -1.2021, 0.5972]]
}